1.
The following is a quantum chemistry calculation of a molecular structure, C39H36Ge2INO4Sn, from the Open Molecules 2025 dataset.

```
84
Properties=species:S:1:pos:R:3:lowdin_charge:R:1
Sn -0.16496 -0.51647 0.99293 1.1106
O -1.91719 -0.31895 -3.16784 0.0177
C -1.48110 0.26308 -1.93406 -0.6100
O -0.42448 -0.40966 -1.40882 -0.4287
C -2.66720 0.16850 -0.97265 -0.1724
C -3.96336 0.49402 -1.34588 0.0149
C -4.97723 0.35395 -0.40969 -0.0310
C -4.67412 -0.09930 0.86563 0.0090
C -3.35284 -0.38074 1.16682 -0.1714
N -2.39318 -0.25594 0.25597 0.0538
C -2.92552 -0.83406 2.56351 -0.6231
O -3.81924 -1.06339 3.37450 0.0210
O -1.66757 -0.93949 2.73763 -0.1888
H -1.21063 -0.92880 -3.41125 0.0867
H -4.15370 0.84584 -2.35004 0.1189
H -5.99853 0.59899 -0.67518 0.1057
H -5.41493 -0.23229 1.64040 0.1152
I 2.65038 0.36794 2.41864 0.9743
C 1.40252 1.63266 3.56607 -0.5977
C 1.89374 2.01176 4.78286 -0.1770
C 1.17689 2.93014 5.56877 -0.0947
C 0.02601 3.47456 5.08243 -0.0489
C -0.47976 3.10439 3.81512 -0.1682
C -1.63483 3.74109 3.31034 -0.0493
C -2.10561 3.41635 2.07524 -0.0767
C -1.49690 2.37802 1.34599 -0.1467
C -0.40198 1.66736 1.78827 -0.2233
C 0.17518 2.10274 3.02826 -0.2435
H 2.83819 1.62178 5.13625 0.0786
H 1.55967 3.21602 6.54040 0.0979
H -0.52081 4.21495 5.65529 0.1062
H -2.12695 4.48792 3.92299 0.1056
H -2.97600 3.91833 1.66723 0.0996
H -1.95966 2.11474 0.40464 0.0569
C 4.13128 -2.08905 0.40162 -0.3122
Ge 3.42552 -2.10570 -1.46057 0.6962
C 4.97054 -2.47754 -2.68228 -0.2535
C 2.33906 -3.77163 -1.49639 -0.2654
Ge 1.94246 -0.09736 -1.79026 0.9295
C 1.65441 -0.16877 -3.76760 -0.3451
C 1.73788 0.95949 -4.58436 -0.1196
C 1.49404 0.88301 -5.94854 -0.0963
C 1.16401 -0.33272 -6.53080 -0.1081
C 1.07382 -1.46825 -5.73738 -0.0984
C 1.31316 -1.37986 -4.37347 -0.1461
C 3.07764 1.55579 -1.55722 -0.3469
C 4.41188 1.42993 -1.16597 -0.1487
C 5.16781 2.53906 -0.81439 -0.1006
C 4.59994 3.80473 -0.84000 -0.1074
C 3.27522 3.95190 -1.22624 -0.0946
C 2.52357 2.83711 -1.57016 -0.1274
H 4.87410 -2.87515 0.54882 0.0129
H 3.29874 -2.26996 1.08566 -0.0237
H 4.57961 -1.12999 0.66888 -0.0402
H 5.33291 -3.48695 -2.48050 0.0060
H 5.77992 -1.76590 -2.51634 -0.0004
H 4.65934 -2.41282 -3.72520 0.0015
H 2.88859 -4.57715 -1.00582 0.0110
H 2.10217 -4.08756 -2.51371 -0.0005
H 1.40326 -3.61046 -0.95866 0.0089
H 2.00952 1.91605 -4.15130 0.0882
H 1.56152 1.77589 -6.55932 0.0967
H 0.97564 -0.39355 -7.59592 0.0927
H 0.81946 -2.42241 -6.18407 0.0969
H 1.22659 -2.26977 -3.75585 0.0815
H 4.87142 0.44715 -1.14677 0.0643
H 6.20127 2.41692 -0.51099 0.0967
H 5.18164 4.67028 -0.54693 0.0933
H 2.82126 4.93558 -1.24691 0.0976
H 1.48337 2.97518 -1.84346 0.0837
C -1.09357 1.75024 -2.19766 -0.0622
C -2.11417 2.64994 -2.82498 -0.2125
C -2.46699 2.49826 -4.16587 -0.0362
C -3.38308 3.35423 -4.75788 -0.0891
C -3.96225 4.37831 -4.01919 -0.1103
C -3.62161 4.53778 -2.68466 -0.0916
C -2.70396 3.67963 -2.09448 -0.0361
H -0.75718 2.15093 -1.23895 0.1017
H -0.22876 1.67320 -2.85649 0.0948
H -2.01852 1.69767 -4.74119 0.1121
H -3.64777 3.23136 -5.80115 0.0967
H -4.66832 5.05328 -4.48779 0.0926
H -4.06770 5.33697 -2.10498 0.0968
H -2.43009 3.81935 -1.05454 0.0996
```

The calculation puts the relative energy (zero: lowest compared OMol25 entry of this formula, charge and spin) at 1.296 eV. Its highest occupied orbital energy (alpha / beta) is -3.526 / -4.861 eV. Its HOMO-LUMO gap (alpha / beta) is 0.217 / 0.257 Eh. As for the total charge: -1. The spin multiplicity is 2.

***

2.
The following is a quantum chemistry calculation of a molecular structure, C39H36N2O4PtS2 at a distorted geometry, from the Open Molecules 2025 dataset.

```
84
Properties=species:S:1:pos:R:3:lowdin_charge:R:1
Pt 0.18419 0.01189 -0.06124 1.2901
C 3.08425 -2.08665 -0.63444 -0.0428
C 3.14892 -0.60159 -0.62324 -0.5711
N 2.12750 0.22510 -0.52814 -0.1064
C 2.51270 1.55823 -0.63972 -0.3085
C 3.84242 1.73609 -0.79112 -0.2883
S 4.62822 0.22185 -0.80860 1.1784
C 1.41270 2.51174 -0.69767 -0.3152
C 1.39118 3.86023 -0.79463 -0.2829
S -0.21465 4.38757 -1.03290 1.1691
C -0.80144 2.79356 -0.97768 -0.5847
N 0.16263 1.91751 -0.76370 -0.1032
C -2.23178 2.46909 -1.22544 -0.0333
H 2.16210 -2.42463 -0.17010 0.0480
H 3.94185 -2.51375 -0.11746 0.0956
H 3.11141 -2.43825 -1.66801 0.1060
H 4.38497 2.65801 -0.91360 0.0979
H 2.21723 4.55070 -0.77845 0.0977
H -2.85211 3.35976 -1.15214 0.0959
H -2.58511 1.73633 -0.51323 0.0472
H -2.33914 2.05523 -2.23030 0.1093
C -1.65496 -2.56379 5.50229 0.0465
C -2.48948 -2.29517 4.26952 -0.5102
C -3.94844 -2.62678 4.43912 0.0403
O -1.98238 -2.97723 3.13862 0.0161
C -1.03401 -2.14502 2.51480 -0.1476
C -1.52184 -0.73686 2.84677 -0.0552
O -2.30780 -0.87606 3.92923 0.0629
C -2.32539 0.26204 1.59283 -0.2936
O -1.72438 -0.14566 0.47244 -0.1984
C -1.99135 1.70788 2.01534 -0.1452
C -0.67714 2.10424 2.26471 -0.0625
C -0.37379 3.42050 2.56927 -0.0547
C -1.38528 4.37141 2.62638 -0.0530
C -2.69187 3.99096 2.37211 -0.0355
C -2.99652 2.66853 2.07176 -0.0138
C -3.80969 -0.01575 1.52088 -0.1483
C -4.64858 0.18227 2.62001 -0.0433
C -6.01782 0.03149 2.49312 -0.0337
C -6.57646 -0.31610 1.26792 -0.0261
C -5.75523 -0.48793 0.16535 -0.0360
C -4.38190 -0.33154 0.28939 -0.0085
C -0.65205 -2.61803 1.08681 -0.4177
O 0.40635 -1.81915 0.67416 -0.3240
C -1.76335 -2.70932 0.08001 -0.1045
C -3.07897 -3.18316 0.42028 -0.0111
C -3.94750 -3.58714 -0.55521 -0.0596
C -3.57972 -3.47572 -1.90148 -0.0095
C -2.31241 -2.95912 -2.26798 -0.0325
C -1.42758 -2.58231 -1.30661 -0.0130
C -0.09163 -4.05856 1.26448 -0.1197
C -0.76992 -5.21940 0.92063 -0.0050
C -0.18329 -6.46253 1.12303 -0.0490
C 1.08495 -6.55618 1.66989 -0.0607
C 1.76842 -5.39724 2.01440 -0.0542
C 1.18606 -4.15722 1.81194 -0.0367
H -1.72343 -3.62074 5.75351 0.1126
H -2.02264 -1.97413 6.34050 0.1084
H -0.60946 -2.30846 5.33044 0.0994
H -4.03809 -3.68261 4.69095 0.1122
H -4.50206 -2.42642 3.52483 0.0814
H -4.37761 -2.04076 5.25033 0.1099
H -0.05953 -2.21307 3.01944 0.1729
H -0.69871 -0.06132 3.06549 0.1511
H 0.13794 1.38857 2.23178 0.0981
H 0.65084 3.69988 2.77587 0.1200
H -1.15540 5.39770 2.87860 0.1204
H -3.48974 4.72020 2.41406 0.1216
H -4.02521 2.40486 1.87106 0.1219
H -4.23578 0.48011 3.57269 0.1321
H -6.65521 0.19475 3.35185 0.1230
H -7.64805 -0.42900 1.17311 0.1223
H -6.18477 -0.72826 -0.79868 0.1203
H -3.74973 -0.42508 -0.58419 0.1221
H -3.34761 -3.25271 1.46216 0.1174
H -4.91822 -3.98131 -0.28869 0.1225
H -4.27038 -3.78514 -2.67555 0.1175
H -2.04276 -2.90482 -3.31356 0.1190
H -0.43244 -2.25240 -1.56856 0.1054
H -1.76315 -5.19166 0.49093 0.1108
H -0.72475 -7.35772 0.84903 0.1145
H 1.53751 -7.52473 1.83199 0.1137
H 2.75938 -5.45904 2.44395 0.1117
H 1.72623 -3.26007 2.08358 0.1158
```

The calculation puts the relative energy (zero: lowest compared OMol25 entry of this formula, charge and spin) at 1.577 eV. Its highest occupied orbital energy (alpha / beta) is -13.569 / -13.563 eV. Its HOMO-LUMO gap (alpha / beta) is 0.150 / 0.150 Eh. As for the total charge: +2.